# 1
{"formula": "C5H9NO", "method": "ωB97M-V/def2-TZVPD", "symbols": ["C", "C", "N", "C", "C", "C", "O", "H", "H", "H", "H", "H", "H", "H", "H", "H"], "coordinates": [[-1.75, -0.13, -0.64], [-1.00, 0.50, 0.53], [-0.75, -0.46, 1.62], [0.48, 0.64, 0.48], [1.22, -0.36, -0.11], [2.01, -0.23, -1.30], [2.63, -0.35, -0.01], [-1.92, 0.60, -1.43], [-2.72, -0.51, -0.30], [-1.17, -0.96, -1.04], [-1.54, 1.37, 0.92], [-0.58, -0.10, 2.54], [0.91, 1.36, 1.18], [-0.07, -1.15, 1.25], [2.19, -1.02, -2.01], [2.07, 0.80, -1.67]], "molar_mass_g_mol": 99.133, "e_above_lowest_ev": 5.4473, "homo_energy_ev": -7.5, "orbital_gap_ev": 8.077}

***

# 2
{"formula": "C10H13NO2", "method": "ωB97M-V/def2-TZVPD", "symbols": ["C", "C", "C", "C", "C", "C", "C", "C", "C", "C", "N", "O", "O", "H", "H", "H", "H", "H", "H", "H", "H", "H", "H", "H", "H", "H"], "coordinates": [[-3.98, -0.93, -0.44], [-3.19, -0.12, -1.22], [-3.32, -1.41, 0.73], [-2.01, 0.45, -0.78], [-2.23, -0.80, 1.23], [-1.59, 0.25, 0.54], [1.02, -0.25, -0.32], [2.82, -1.64, -1.09], [1.28, 2.35, 1.25], [-0.28, 0.72, 1.00], [2.16, -0.82, -0.01], [2.85, -0.83, 1.07], [0.02, 1.98, 0.72], [-4.84, -1.41, -0.84], [-3.54, 0.01, -2.24], [-4.12, -1.98, 1.26], [-1.51, 1.19, -1.54], [-1.88, -1.05, 2.22], [0.44, -0.64, -1.12], [3.78, -1.33, -1.52], [2.89, -2.70, -0.93], [2.11, -1.42, -1.94], [1.53, 3.30, 0.70], [1.95, 1.55, 0.82], [1.37, 2.46, 2.32], [0.08, 0.30, 1.95]], "molar_mass_g_mol": 179.219, "e_above_lowest_ev": 6.8885, "homo_energy_ev": -8.4, "orbital_gap_ev": 8.619}

***

# 3
{"formula": "C16H25N3O", "method": "ωB97M-V/def2-TZVPD", "symbols": ["C", "C", "C", "C", "C", "C", "C", "H", "H", "C", "N", "C", "O", "N", "C", "C", "C", "C", "C", "C", "H", "H", "H", "H", "H", "N", "H", "H", "C", "H", "H", "H", "H", "H", "H", "H", "H", "H", "H", "H", "H", "H", "H", "H", "H"], "coordinates": [[0.69, -3.25, 3.84], [-0.45, -2.50, 3.17], [-0.44, -2.64, 1.64], [0.77, -1.98, 0.99], [0.63, -1.91, -0.53], [1.76, -1.10, -1.15], [1.55, -0.71, -2.62], [1.15, -1.56, -3.18], [2.52, -0.45, -3.04], [0.61, 0.51, -2.85], [-0.80, 0.14, -2.82], [-1.38, 0.46, -1.62], [-2.49, 0.14, -1.27], [-0.46, 1.23, -0.94], [-0.38, 1.45, 0.43], [-1.45, 1.12, 1.27], [-1.33, 1.32, 2.63], [-0.18, 1.86, 3.18], [0.87, 2.20, 2.34], [0.77, 2.00, 0.98], [1.60, 2.26, 0.33], [1.78, 2.62, 2.75], [-0.10, 2.01, 4.24], [-2.16, 1.05, 3.28], [-2.34, 0.69, 0.85], [0.70, 1.46, -1.74], [0.66, 2.42, -2.10], [-1.20, -0.55, -3.43], [0.95, 1.18, -4.18], [0.22, 1.95, -4.41], [0.95, 0.44, -4.98], [1.94, 1.63, -4.12], [1.91, -0.18, -0.57], [2.68, -1.68, -1.09], [0.62, -2.92, -0.95], [-0.34, -1.46, -0.76], [1.68, -2.53, 1.24], [0.87, -0.97, 1.38], [-0.48, -3.70, 1.37], [-1.35, -2.16, 1.25], [-0.39, -1.44, 3.43], [-1.40, -2.88, 3.55], [0.68, -4.30, 3.56], [0.60, -3.19, 4.92], [1.66, -2.83, 3.56]], "molar_mass_g_mol": 275.396, "e_above_lowest_ev": 0.6935, "homo_energy_ev": -8.1, "orbital_gap_ev": 8.834}

***

# 4
{"formula": "C8H10N2", "method": "ωB97M-V/def2-TZVPD", "symbols": ["C", "C", "C", "C", "C", "C", "C", "C", "N", "N", "H", "H", "H", "H", "H", "H", "H", "H", "H", "H"], "coordinates": [[-0.65, -1.99, 1.15], [0.26, -2.01, 0.18], [-1.78, -1.11, 1.37], [0.27, -1.42, -1.17], [-0.79, 1.25, 1.04], [-1.78, 0.25, 1.31], [0.50, -0.14, -1.56], [1.70, 2.03, -1.25], [0.24, 1.45, 0.32], [0.79, 0.97, -0.74], [-0.46, -2.78, 1.95], [1.14, -2.81, 0.43], [-2.55, -1.56, 1.87], [0.26, -2.26, -1.88], [-0.93, 2.11, 1.75], [-2.74, 0.72, 1.85], [0.83, 0.12, -2.61], [1.09, 2.95, -1.76], [2.16, 2.58, -0.27], [2.44, 1.66, -2.02]], "molar_mass_g_mol": 134.182, "e_above_lowest_ev": 4.5661, "homo_energy_ev": -7.8, "orbital_gap_ev": 8.314}

***

# 5
{"formula": "C3H10NO2S", "method": "ωB97M-V/def2-TZVPD", "symbols": ["C", "O", "C", "C", "S", "N", "H", "H", "H", "H", "H", "H", "H", "H", "H", "H", "O"], "coordinates": [[-1.32, 0.11, 0.02], [-1.92, 0.58, -1.06], [0.00, -0.79, -0.45], [1.29, -0.39, 0.19], [2.95, -0.48, -0.67], [0.12, -0.66, -1.92], [-0.87, 0.86, 0.72], [-2.05, -0.43, 0.66], [-0.23, -1.86, -0.33], [1.55, -1.05, 1.02], [1.37, 0.60, 0.64], [2.62, -0.71, -1.95], [0.36, 0.32, -2.05], [-0.81, -0.76, -2.29], [-1.64, 1.67, 2.07], [-0.29, 1.37, 2.50], [-1.14, 1.61, 2.90]], "molar_mass_g_mol": 124.185, "e_above_lowest_ev": 1.3765, "charge": -1, "homo_energy_ev": -3.1, "orbital_gap_ev": 6.325}

***

# 6
{"formula": "C65H62ClNO28P", "method": "ωB97M-V/def2-TZVPD", "symbols": ["C", "C", "C", "Cl", "N", "C", "C", "C", "C", "C", "C", "C", "C", "C", "C", "C", "C", "P", "O", "O", "O", "C", "C", "C", "C", "O", "C", "C", "C", "C", "C", "C", "C", "C", "C", "C", "H", "H", "H", "H", "H", "H", "H", "H", "H", "H", "H", "H", "H", "H", "H", "H", "H", "H", "H", "H", "H", "H", "H", "H", "H", "H", "H", "H", "H", "H", "H", "H", "H", "H", "H", "H", "H", "H", "C", "C", "C", "O", "C", "C", "C", "O", "O", "O", "H", "H", "H", "H", "C", "C", "C", "O", "C", "C", "C", "O", "O", "O", "H", "H", "H", "H", "C", "C", "C", "O", "C", "C", "C", "O", "O", "O", "H", "H", "H", "H", "C", "C", "C", "O", "C", "C", "C", "O", "O", "O", "H", "H", "H", "H", "C", "C", "C", "O", "C", "C", "C", "O", "O", "O", "H", "H", "H", "H", "C", "C", "C", "O", "C", "C", "C", "O", "O", "O", "H", "H", "H", "H"], "coordinates": [[-2.83, -3.46, 6.64], [-3.51, -2.95, 5.37], [-3.12, -1.50, 4.95], [-1.75, -0.81, 5.87], [-2.85, -1.35, 3.51], [-1.88, -2.09, 2.93], [-1.02, -3.10, 3.66], [0.40, -3.10, 3.14], [1.22, -1.98, 3.22], [2.50, -2.05, 2.70], [2.99, -3.19, 2.09], [2.18, -4.32, 2.00], [2.65, -5.56, 1.32], [0.90, -4.25, 2.54], [-1.63, -1.95, 1.59], [-2.30, -1.04, 0.81], [-1.97, -0.91, -0.65], [-0.22, -1.21, -1.01], [0.70, -0.87, 0.08], [0.04, -0.33, -2.31], [-0.07, -2.74, -1.46], [-3.26, -0.23, 1.44], [-3.89, 0.86, 0.61], [-2.84, 1.99, 0.69], [-3.22, 3.36, 0.10], [-2.59, 4.43, 0.77], [-1.27, 4.04, 1.09], [-3.54, -0.41, 2.79], [-4.56, 0.51, 3.41], [-6.03, 0.32, 3.03], [-6.72, 1.50, 2.75], [-8.05, 1.49, 2.37], [-8.74, 0.30, 2.24], [-8.07, -0.87, 2.54], [-6.73, -0.88, 2.94], [-6.11, -2.22, 3.26], [-1.76, -3.63, 6.53], [-3.02, -2.81, 7.49], [-3.27, -4.43, 6.89], [-3.33, -3.64, 4.55], [-4.57, -2.98, 5.60], [-3.96, -0.89, 5.24], [-1.45, -4.08, 3.49], [-1.00, -2.97, 4.74], [0.86, -1.07, 3.69], [3.12, -1.17, 2.77], [3.98, -3.24, 1.67], [3.72, -5.53, 1.18], [2.22, -5.61, 0.32], [2.34, -6.46, 1.84], [0.26, -5.12, 2.48], [-0.87, -2.57, 1.13], [-2.62, -1.56, -1.24], [-2.16, 0.10, -1.00], [0.95, -0.47, -2.63], [-0.57, -2.83, -2.30], [-3.99, 0.57, -0.43], [-4.84, 1.23, 0.96], [-2.58, 2.08, 1.75], [-1.94, 1.66, 0.18], [-4.30, 3.48, 0.06], [-2.85, 3.35, -0.94], [-1.28, 3.51, 2.04], [-0.60, 4.88, 1.22], [-0.83, 3.39, 0.33], [-4.31, 1.50, 3.04], [-4.47, 0.60, 4.49], [-6.24, 2.46, 2.82], [-8.58, 2.40, 2.14], [-9.77, 0.30, 1.93], [-8.58, -1.83, 2.48], [-6.77, -3.00, 2.87], [-5.14, -2.39, 2.80], [-6.11, -2.36, 4.34], [4.78, -3.46, -1.60], [3.60, -3.17, -2.17], [3.40, -1.91, -2.96], [2.30, -1.69, -3.45], [4.51, -1.00, -3.10], [5.69, -1.27, -2.52], [5.90, -2.55, -1.74], [7.00, -2.75, -1.26], [6.72, -0.45, -2.59], [2.54, -3.96, -2.06], [4.94, -4.37, -1.03], [4.34, -0.08, -3.66], [7.44, -0.85, -2.06], [1.82, -3.52, -2.54], [-3.62, 0.32, -5.42], [-2.70, -0.21, -4.60], [-2.37, -1.68, -4.63], [-1.53, -2.12, -3.85], [-3.07, -2.53, -5.57], [-3.99, -2.00, -6.40], [-4.31, -0.53, -6.37], [-5.15, -0.12, -7.15], [-4.66, -2.72, -7.27], [-2.05, 0.54, -3.71], [-3.87, 1.37, -5.40], [-2.84, -3.58, -5.57], [-5.24, -2.10, -7.75], [-1.36, -0.01, -3.27], [2.70, 2.69, 2.32], [3.82, 3.36, 2.01], [4.75, 2.88, 0.93], [5.73, 3.55, 0.69], [4.42, 1.64, 0.23], [3.30, 0.98, 0.55], [2.36, 1.47, 1.61], [1.35, 0.83, 1.85], [2.93, -0.17, -0.04], [4.19, 4.48, 2.62], [2.02, 3.02, 3.09], [5.10, 1.29, -0.53], [2.08, -0.44, 0.37], [5.03, 4.76, 2.20], [-4.70, -0.55, -12.19], [-5.52, -0.38, -13.24], [-6.96, 0.03, -13.06], [-7.63, 0.18, -14.07], [-7.47, 0.20, -11.71], [-6.65, 0.03, -10.67], [-5.21, -0.36, -10.84], [-4.54, -0.49, -9.83], [-7.05, 0.17, -9.41], [-5.12, -0.54, -14.49], [-3.67, -0.84, -12.30], [-8.51, 0.48, -11.60], [-6.27, 0.01, -8.84], [-5.90, -0.35, -15.05], [6.90, -0.98, 2.12], [6.23, -0.66, 3.24], [5.69, 0.73, 3.47], [5.07, 0.93, 4.50], [5.93, 1.74, 2.46], [6.60, 1.42, 1.35], [7.12, 0.04, 1.10], [7.69, -0.18, 0.05], [6.86, 2.30, 0.38], [5.99, -1.53, 4.21], [7.28, -1.97, 1.93], [5.55, 2.74, 2.64], [7.35, 1.82, -0.31], [5.49, -1.04, 4.89], [6.98, 6.80, 5.83], [6.39, 5.78, 5.19], [7.03, 5.11, 4.01], [6.44, 4.17, 3.49], [8.30, 5.60, 3.54], [8.89, 6.63, 4.17], [8.27, 7.28, 5.37], [8.87, 8.19, 5.90], [10.06, 7.13, 3.79], [5.21, 5.28, 5.56], [6.53, 7.28, 6.68], [8.74, 5.12, 2.67], [10.26, 7.86, 4.42], [5.02, 4.55, 4.94]], "molar_mass_g_mol": 1371.617, "e_above_lowest_ev": 0.0000, "charge": 1, "homo_energy_ev": -10.0, "orbital_gap_ev": 6.445}

***

# 7
{"formula": "C39H56GeN5SSeTi", "method": "ωB97M-V/def2-TZVPD", "symbols": ["Ti", "C", "C", "C", "C", "C", "C", "N", "H", "H", "H", "H", "H", "H", "H", "H", "C", "Ge", "C", "C", "C", "Se", "C", "H", "H", "H", "H", "H", "H", "H", "H", "H", "H", "H", "H", "H", "H", "C", "N", "C", "C", "N", "C", "H", "H", "H", "H", "H", "H", "N", "S", "C", "C", "C", "C", "C", "C", "C", "C", "C", "C", "C", "C", "H", "H", "H", "H", "H", "H", "H", "H", "H", "H", "H", "C", "C", "C", "C", "C", "C", "C", "C", "C", "C", "C", "C", "N", "H", "H", "H", "H", "H", "H", "H", "H", "H", "H", "H", "H", "H", "H", "H", "H", "H"], "coordinates": [[1.33, 1.14, -1.34], [2.23, -0.63, -4.32], [3.37, -0.34, -3.35], [4.69, -0.60, -3.56], [5.38, 0.06, -2.49], [4.45, 0.74, -1.78], [4.70, 1.80, -0.72], [3.23, 0.49, -2.29], [2.33, -1.70, -4.65], [2.29, 0.11, -5.17], [1.33, -0.44, -3.77], [5.08, -1.36, -4.23], [6.44, -0.04, -2.26], [4.83, 2.82, -1.15], [5.45, 1.42, 0.03], [3.76, 1.88, -0.12], [-6.92, -2.10, 2.56], [-6.62, -0.14, 2.56], [-8.29, 1.09, 2.59], [-5.58, 0.30, 4.26], [-5.27, 0.23, 1.14], [-0.45, 1.95, -3.06], [-1.79, 0.47, -3.04], [-5.94, -2.63, 2.77], [-7.29, -2.32, 1.53], [-7.53, -2.45, 3.35], [-8.88, 1.01, 1.65], [-7.91, 2.05, 2.78], [-8.80, 0.66, 3.50], [-5.09, -0.50, 4.86], [-6.16, 0.95, 4.95], [-4.79, 1.03, 3.93], [-5.67, 1.39, 0.97], [-4.10, 0.20, 1.10], [-2.74, 0.85, -3.51], [-1.94, 0.16, -2.08], [-1.35, -0.30, -3.61], [2.44, 6.67, -2.11], [2.43, 5.27, -2.40], [3.00, 4.60, -3.46], [2.90, 3.24, -3.18], [2.22, 3.14, -1.98], [2.00, 4.36, -1.55], [1.57, 7.14, -2.68], [3.37, 7.09, -2.42], [2.19, 6.90, -1.09], [3.35, 5.20, -4.27], [3.17, 2.35, -3.73], [1.49, 4.73, -0.71], [0.90, -1.03, -1.26], [0.33, -2.33, -1.94], [1.63, -3.58, -1.57], [1.39, -4.83, -1.08], [2.49, -5.66, -0.85], [3.78, -5.19, -0.90], [3.96, -3.86, -1.31], [2.92, -3.06, -1.72], [-0.99, -3.11, -0.89], [-1.01, -2.90, 0.47], [-2.03, -3.55, 1.25], [-2.97, -4.32, 0.58], [-2.85, -4.58, -0.76], [-1.86, -3.98, -1.50], [1.40, -1.25, -0.34], [0.39, -5.23, -1.02], [2.26, -6.69, -0.49], [4.58, -5.90, -0.76], [4.99, -3.51, -1.26], [3.22, -2.07, -2.09], [-0.21, -2.25, 0.99], [-2.11, -3.38, 2.34], [-3.77, -4.76, 1.17], [-3.47, -5.33, -1.21], [-1.89, -4.08, -2.63], [3.28, -0.90, 1.44], [2.43, -0.33, 2.54], [3.01, 1.06, 2.86], [0.93, -0.26, 2.31], [0.15, -1.09, 3.16], [-1.22, -0.87, 3.31], [-1.71, 0.22, 2.63], [-0.98, 1.08, 1.81], [-1.71, 2.31, 1.39], [-0.88, 3.51, 1.93], [-1.91, 2.55, -0.08], [0.37, 0.78, 1.49], [1.06, 1.23, 0.40], [4.30, -0.97, 1.81], [3.28, -0.25, 0.57], [3.08, -1.89, 1.13], [2.54, -0.97, 3.41], [3.31, 1.68, 2.04], [3.86, 0.98, 3.53], [2.32, 1.64, 3.49], [0.61, -1.85, 3.78], [-1.90, -1.39, 3.93], [-2.74, 0.44, 2.76], [-2.69, 2.36, 1.90], [0.12, 3.42, 1.52], [-0.79, 3.52, 3.05], [-1.41, 4.57, 1.71], [-1.05, 2.95, -0.47], [-2.63, 3.27, -0.29], [-2.08, 1.65, -0.66]], "molar_mass_g_mol": 826.416, "spin_multiplicity": 3, "charge": -1, "homo_energy_ev": [-3.1, -3.8], "orbital_gap_ev": [5.418, 5.471], "s2": 2.01}

***

# 8
{"formula": "C6H16Si2", "method": "ωB97M-V/def2-TZVPD", "symbols": ["C", "C", "C", "C", "C", "C", "Si", "Si", "H", "H", "H", "H", "H", "H", "H", "H", "H", "H", "H", "H", "H", "H", "H", "H"], "coordinates": [[1.53, -2.39, 1.14], [2.24, -1.20, 0.52], [0.01, -2.49, 0.75], [1.41, 0.03, 0.53], [-0.86, -0.21, -1.35], [-2.64, 2.91, -0.45], [-0.38, -0.66, 0.42], [-1.16, 3.70, -0.93], [2.14, -3.36, 0.81], [1.62, -2.27, 2.26], [3.27, -1.25, 0.83], [2.15, -1.27, -0.54], [-0.29, -3.04, -0.21], [-0.53, -2.79, 1.71], [1.68, 0.65, 1.36], [1.61, 0.67, -0.27], [-1.52, 0.60, -1.26], [0.02, 0.31, -1.79], [-1.24, -0.96, -2.05], [-3.60, 2.83, -1.04], [-2.85, 2.33, 0.45], [-1.50, -0.17, 1.28], [-1.16, 4.57, -2.02], [0.04, 3.47, -0.15]], "molar_mass_g_mol": 144.366, "e_above_lowest_ev": 1.8110, "homo_energy_ev": -8.5, "orbital_gap_ev": 8.728}

***

Repeat the fourth record exactly.
{"formula": "C8H10N2", "method": "ωB97M-V/def2-TZVPD", "symbols": ["C", "C", "C", "C", "C", "C", "C", "C", "N", "N", "H", "H", "H", "H", "H", "H", "H", "H", "H", "H"], "coordinates": [[-0.65, -1.99, 1.15], [0.26, -2.01, 0.18], [-1.78, -1.11, 1.37], [0.27, -1.42, -1.17], [-0.79, 1.25, 1.04], [-1.78, 0.25, 1.31], [0.50, -0.14, -1.56], [1.70, 2.03, -1.25], [0.24, 1.45, 0.32], [0.79, 0.97, -0.74], [-0.46, -2.78, 1.95], [1.14, -2.81, 0.43], [-2.55, -1.56, 1.87], [0.26, -2.26, -1.88], [-0.93, 2.11, 1.75], [-2.74, 0.72, 1.85], [0.83, 0.12, -2.61], [1.09, 2.95, -1.76], [2.16, 2.58, -0.27], [2.44, 1.66, -2.02]], "molar_mass_g_mol": 134.182, "e_above_lowest_ev": 4.5661, "homo_energy_ev": -7.8, "orbital_gap_ev": 8.314}

***

> Number 8 is which compound?

C6H16Si2